Record 1
The following is a DFT calculation (ωB97M-V/def2-TZVPD) of 2 unconnected molecules or ions with the total composition CH2N2O2.

Structure (XYZ):
```
7
Properties=species:S:1:pos:R:3:forces:R:3:mulliken_charge:R:1
O 1.165 0.387 0.066 0.3 -1.3 0.9 -0.3893
O -2.342 1.478 0.956 -0.4 1.1 3.4 -0.5315
N -1.954 0.666 -1.116 0.3 -0.3 0.4 -0.3011
N -2.098 1.025 -0.065 0.1 -0.8 -3.8 0.8338
C 1.557 -0.751 0.110 0.9 -1.1 -2.6 -0.0041
H 1.738 -1.381 -0.869 -0.6 1.2 1.0 0.1682
H 1.933 -1.425 0.917 -0.6 1.2 0.8 0.2240
```
Forces are in eV/Å.

Properties
- HOMO-LUMO gap: 0.4024 Eh
- Spin multiplicity: 1
- Total charge: 0
- SMILES string: N#[N+][O-].C=O

***

Record 2
The following is a DFT calculation (ωB97M-V/def2-TZVPD) of a single CH2N2O2 molecule.

Structure (XYZ):
```
7
Properties=species:S:1:pos:R:3:forces:R:3:mulliken_charge:R:1
O -1.151 -0.982 -0.164 1.5 0.9 0.4 -0.4845
O 2.086 -0.541 -0.282 1.5 -0.4 -1.0 -0.3962
N -0.180 -0.172 0.740 -1.4 -0.2 -1.7 -0.0902
N 0.264 1.048 -0.035 0.3 -0.8 0.0 -0.2150
C 1.092 0.029 -0.105 -2.8 0.5 1.8 0.5769
H -1.949 -1.238 0.336 0.8 0.6 0.4 0.3383
H -0.164 1.855 -0.490 0.1 -0.6 0.1 0.2706
```
Forces are in eV/Å.

Properties
- HOMO-LUMO gap: 0.3973 Eh
- Spin multiplicity: 1
- Total charge: 0
- SMILES string: O=C1NN1O

***

Record 3
The following is a DFT calculation (ωB97M-V/def2-TZVPD) of a single CH2N2O2 molecule.

Structure (XYZ):
```
7
Properties=species:S:1:pos:R:3:forces:R:3:mulliken_charge:R:1
O 0.411 0.814 0.414 0.8 -0.4 -0.6 -0.0135
O -1.481 -1.928 -1.058 0.2 -0.1 -0.8 -0.4986
N 1.344 1.572 0.130 -1.3 -1.8 -0.7 -0.0282
N -0.003 -0.271 -0.823 1.7 2.5 -1.0 -0.2075
C -0.862 -1.160 -0.355 -0.7 -0.4 2.8 0.1711
H 1.527 2.191 0.935 -0.5 0.0 0.4 0.2747
H -0.936 -1.217 0.756 -0.1 0.2 -0.1 0.3022
```
Forces are in eV/Å.

Properties
- HOMO-LUMO gap (spin up / spin down): 0.2654 / 0.2653 Eh
- Spin multiplicity: 1
- Total charge: 0

***

Record 4
The following is a DFT calculation (ωB97M-V/def2-TZVPD) of a single CH2N2O2 molecule.

Structure (XYZ):
```
7
Properties=species:S:1:pos:R:3:forces:R:3:mulliken_spin:R:1
O -0.853 -1.373 0.620 0.6 -0.4 0.6 0.2533
O -1.860 -0.445 -1.040 -0.8 -0.2 -0.5 0.0830
N -0.330 0.699 0.017 -3.1 -1.4 0.4 0.7355
N -1.057 -0.474 -0.152 0.7 2.2 -0.8 0.0093
C 1.028 0.552 0.155 2.6 -0.2 0.0 0.8635
H 1.492 -0.420 0.106 0.0 0.0 0.4 0.0239
H 1.582 1.462 0.294 0.1 0.0 -0.2 0.0315
```
Forces are in eV/Å.

Properties
- HOMO-LUMO gap (spin up / spin down): 0.2990 / 0.2802 Eh
- Spin multiplicity: 3
- Total charge: 0

***

Record 5
The following is a DFT calculation (ωB97M-V/def2-TZVPD) of a single CH2N2O2S molecule.

Structure (XYZ):
```
8
Properties=species:S:1:pos:R:3:forces:R:3:mulliken_charge:R:1
S -3.196 0.791 -0.099 0.7 -0.7 0.3 0.4392
O -3.819 1.827 -0.865 -0.3 0.5 -0.3 -0.4295
O -2.183 1.348 1.194 0.0 0.2 0.1 -0.3241
N 0.752 -0.489 -0.279 -2.2 1.5 0.2 -0.7229
N -0.271 0.245 0.263 0.1 0.1 0.8 0.2165
C -1.463 1.048 0.078 2.4 -1.8 -0.9 0.3245
H 0.503 -0.802 -1.221 -0.4 0.2 0.0 0.2118
H 0.064 0.506 1.198 -0.2 -0.1 -0.2 0.2845
```
Forces are in eV/Å.

Properties
- HOMO-LUMO gap (spin up / spin down): 0.2970 / 0.3032 Eh
- Spin multiplicity: 1
- Total charge: 0

***

Record 6
The following is a DFT calculation (ωB97M-V/def2-TZVPD) of 2 unconnected molecules or ions with the total composition CH2N2O2S.

Structure (XYZ):
```
8
Properties=species:S:1:pos:R:3:forces:R:3:mulliken_charge:R:1
S -3.054 -1.622 0.165 -0.5 -0.3 -0.2 -0.2718
O -2.763 3.278 -0.020 1.8 0.0 0.7 -0.3284
O 0.705 -1.508 0.030 -1.9 0.1 1.0 -0.6239
N -3.373 2.293 -0.217 -4.3 1.6 -1.6 -0.1471
N -2.908 1.106 -0.004 2.0 -2.5 0.8 0.2653
C -3.163 -0.084 -0.008 0.9 1.2 0.3 0.4878
H -0.211 -1.409 0.474 2.3 0.1 -1.3 0.2966
H 0.912 -0.696 -0.457 -0.4 -0.2 0.4 0.3215
```
Forces are in eV/Å.

Properties
- HOMO-LUMO gap: 0.3010 Eh
- Spin multiplicity: 1
- Total charge: 0
- SMILES string: O=NN=C=S.O

***

Record 7
The following is a DFT calculation (ωB97M-V/def2-TZVPD) of a single CH2N2O2S molecule.

Structure (XYZ):
```
8
Properties=species:S:1:pos:R:3:forces:R:3:mulliken_charge:R:1
S 0.778 -0.879 -0.485 -0.3 0.7 1.2 0.5206
O 1.454 0.744 -0.333 1.2 -2.2 -0.3 -0.2163
O 1.111 -1.758 0.622 0.6 -0.1 0.1 -0.4961
N -0.570 1.337 0.144 -1.0 -0.2 1.6 -0.2698
N 0.610 1.644 0.146 -0.9 1.6 -0.4 0.1361
C -0.842 -0.071 0.009 1.4 -1.5 -2.4 -0.2443
H -1.298 -0.607 0.863 0.3 0.6 -0.4 0.3397
H -1.243 -0.409 -0.967 -1.3 1.0 0.6 0.2300
```
Forces are in eV/Å.

Properties
- HOMO-LUMO gap: 0.3956 Eh
- Spin multiplicity: 1
- Total charge: 0

***

Record 8
The following is a DFT calculation (ωB97M-V/def2-TZVPD) of 2 unconnected molecules or ions with the total composition CH2N2O3.

Structure (XYZ):
```
8
Properties=species:S:1:pos:R:3:forces:R:3:mulliken_charge:R:1
O -1.245 -1.964 0.332 -0.1 1.5 -0.5 -0.3789
O -0.391 0.048 0.560 -1.0 -2.4 0.8 -0.2934
O -0.110 2.212 -1.080 0.4 -0.8 -0.6 -0.4254
N -0.290 -1.079 0.894 0.6 1.0 0.1 0.2236
N 1.146 0.240 -1.508 1.1 -0.4 -1.5 -0.5104
C 0.507 1.262 -1.378 0.5 0.6 0.1 0.7070
H -0.876 -2.819 0.556 0.1 -0.4 0.3 0.4009
H 1.870 -0.076 -2.207 -1.6 1.0 1.3 0.2766
```
Forces are in eV/Å.

Properties
- HOMO-LUMO gap: 0.3917 Eh
- Spin multiplicity: 1
- Total charge: 0
- SMILES string: N=C=O.O=NO

***

Record 9
The following is a DFT calculation (ωB97M-V/def2-TZVPD) of a single CH2N2O3 molecule.

Structure (XYZ):
```
8
Properties=species:S:1:pos:R:3:forces:R:3:mulliken_charge:R:1
O 0.666 0.669 1.686 2.0 -1.9 0.1 -0.3390
O -0.720 -1.082 0.460 0.4 -1.7 1.5 -0.2325
O 0.345 1.414 -1.232 0.3 -0.3 -0.1 -0.5337
N -0.130 0.221 0.712 -0.6 0.7 0.5 0.2089
N -0.876 -0.660 -0.881 0.2 0.9 -1.6 -0.1681
C -0.057 0.482 -0.600 -0.8 0.7 -2.6 0.4049
H -0.845 -1.324 -1.713 0.5 0.9 2.1 0.2969
H 1.618 0.280 1.568 -2.1 0.8 0.1 0.3627
```
Forces are in eV/Å.

Properties
- HOMO-LUMO gap: 0.3632 Eh
- Spin multiplicity: 1
- Total charge: 0
- SMILES string: O=c1[nH]on1O

***

Record 10
The following is a DFT calculation (ωB97M-V/def2-TZVPD) of a molecular structure, CH2N2O3S.

Structure (XYZ):
```
9
Properties=species:S:1:pos:R:3:forces:R:3:mulliken_charge:R:1
S 2.184 -0.862 -0.024 -2.1 4.4 0.6 1.0201
O 3.149 -1.708 0.504 0.9 -0.7 0.8 -0.3995
O 1.705 -0.882 -1.355 0.1 -0.2 -0.2 -0.4675
O 0.858 -0.761 1.012 2.5 -0.2 -0.1 -0.1511
N -0.188 0.013 0.510 -0.6 1.5 0.4 -0.3728
N 3.035 2.424 -0.101 0.8 3.5 -0.4 -0.3061
C 2.770 1.345 0.071 -1.5 -6.6 0.5 0.0824
H 0.026 -0.013 -0.449 -0.8 0.1 -2.0 0.3029
H -0.133 1.047 0.745 0.7 -1.5 0.4 0.2915
```
Forces are in eV/Å.

Properties
- HOMO-LUMO gap: 0.3577 Eh
- Spin multiplicity: 1
- Total charge: 0